# 1
Computed, not measured: 10 unconnected molecules or ions with the total composition C32H73Br14N3 at a distorted geometry, with wB97M-V/def2-TZVPD.

Calculated values
M (u): 1618.6
Spin multiplicity: 1
E_tot (hartree): -37463.41836
Total charge: 0
E_HOMO (eV): -8.2
Structure (SMILES): CCN(CC)CC.CCN(CC)CC.CCN(CC)CC.BrCCBr.BrCCBr.BrCCBr.BrCCBr.BrCCBr.BrCCBr.BrCCBr
HOMO-LUMO gap (Ha): 0.3052

Last column: Löwdin charge in e.
Cartesian coordinates (Å):
H -4.190 19.237 17.437  0.060
C 1.024 18.680 13.234  -0.540
H -1.825 22.537 19.392  0.040
C -5.585 24.056 16.214  -0.638
Br -5.001 17.598 12.211  0.626
H -2.611 24.287 15.746  0.039
C 1.033 19.590 14.528  -0.682
H 1.375 24.571 10.622  0.081
C -8.680 20.269 14.729  -0.625
H -2.257 24.137 7.146  0.077
C -3.201 16.710 14.193  -0.634
H -4.033 13.550 22.493  0.068
H -1.651 16.800 24.613  0.054
C -3.286 14.069 21.893  -0.077
H -2.492 19.762 15.970  0.098
H -2.596 18.350 19.744  0.059
H -9.669 19.978 14.376  0.047
C -2.733 22.158 9.400  -0.080
Br -6.505 15.731 17.326  0.602
H 0.230 21.953 10.077  0.088
H -0.869 23.838 15.787  0.075
H -2.340 22.002 8.396  0.069
C -4.156 21.865 12.876  -0.071
C -0.956 17.325 23.958  -0.091
N -3.224 21.521 15.114  -0.165
H -2.993 23.581 20.204  0.020
H -4.823 22.609 13.312  0.031
H -2.653 16.170 13.421  0.050
C -6.616 16.336 19.194  -0.622
Br -0.796 24.845 19.657  0.599
H -7.058 21.487 13.959  0.030
H -6.615 18.551 18.625  0.028
Br -2.076 21.205 22.162  0.609
H -5.626 16.250 19.641  0.026
C -7.903 20.908 13.587  -0.600
H -0.401 22.614 7.859  0.114
H -3.230 22.306 12.509  0.040
H 0.007 19.631 14.892  0.014
Br -7.914 18.499 20.921  0.508
C -1.893 23.483 15.907  -0.100
C -2.226 23.528 9.739  -0.286
H -2.737 26.053 11.859  0.052
Br 1.620 21.424 14.203  0.619
Br -2.725 15.814 15.940  0.538
H -4.896 23.944 15.377  0.028
Br -4.491 28.172 14.656  0.573
H -0.763 24.240 6.210  0.082
Br -0.393 19.532 12.052  0.579
H -2.368 18.111 22.553  0.075
C -2.998 15.441 22.567  -0.218
H -1.862 23.297 16.981  0.023
C -3.470 27.780 12.952  -0.619
H -1.684 23.684 22.341  0.053
Br -7.578 18.757 15.470  0.649
H -4.698 21.484 12.010  0.070
H -5.463 16.789 14.465  -0.017
H -2.449 28.162 12.976  0.068
H 1.965 23.008 11.233  0.053
C -0.374 23.675 8.107  -0.285
Br -7.933 24.678 14.534  0.552
C -2.006 22.281 14.996  -0.275
H -3.832 16.142 22.554  0.100
H -1.891 22.677 13.987  0.103
H -8.921 20.917 15.571  0.056
C 1.407 23.498 10.435  -0.101
H 1.984 23.313 9.529  0.067
C -7.188 17.778 19.136  -0.639
H -2.934 17.764 14.260  0.020
H -0.311 22.957 21.602  0.034
H -8.069 17.795 18.495  0.006
C -6.653 25.137 15.979  -0.676
H -4.871 15.453 13.488  0.060
H -7.255 15.657 19.758  0.056
C -0.004 22.968 10.397  -0.298
H -5.055 19.720 16.107  -0.007
H -2.865 24.297 9.304  0.110
H -3.378 16.969 18.980  0.033
H -1.177 21.611 15.223  0.068
H -6.185 26.106 15.807  -0.009
C -1.400 22.966 21.571  -0.707
Br -9.212 22.196 12.659  0.522
H 1.614 19.193 15.361  0.055
H -0.440 22.979 11.396  0.109
H -2.927 20.153 13.478  0.051
C -3.063 20.633 16.291  -0.232
H -7.175 25.303 16.922  0.042
H -0.135 16.609 23.922  0.076
C -3.687 20.798 13.918  -0.233
C -1.209 24.434 7.186  -0.098
H -4.523 20.154 14.192  0.071
H 1.961 18.745 12.680  0.046
H -2.822 25.757 13.489  0.054
C -2.957 17.336 19.916  -0.087
H -3.809 21.988 9.421  0.078
H -2.352 21.441 10.127  0.053
H 0.665 24.003 8.062  0.113
H 0.807 17.624 13.395  0.057
H -2.466 23.639 10.797  0.081
N -1.841 16.145 21.928  -0.178
C -4.381 20.138 16.854  -0.084
H -3.628 14.124 20.860  0.054
C -1.942 23.295 20.167  -0.648
C -4.666 16.481 13.788  -0.659
H -4.003 28.273 12.139  0.053
H -2.355 13.502 21.851  0.076
H -2.772 15.326 23.627  0.097
H -7.486 20.129 12.949  0.043
C -1.897 16.340 20.464  -0.238
Br -5.202 25.529 12.341  0.573
Br -4.630 24.505 17.889  0.671
H -4.871 20.869 17.497  0.073
H -0.916 16.519 20.022  0.111
H -0.699 18.264 24.447  0.071
H -3.775 17.478 20.622  0.060
H -0.734 17.967 21.958  0.108
H -2.399 21.017 17.066  0.109
N -0.815 23.735 9.493  -0.179
C -3.368 26.295 12.714  -0.620
C -1.499 17.453 22.540  -0.287
H -2.174 15.394 19.999  0.084
H -6.087 23.103 16.382  0.043
H -1.069 25.505 7.332  0.087

---

# 2
Computed, not measured: a molecular structure, C6H7BrI2O3 at a distorted geometry, with wB97M-V/def2-TZVPD.

Calculated values
M (u): 460.8
Energy above the lowest of the compared OMol25 structures with the same formula, charge and spin (eV): 0.051
Spin multiplicity: 1
E_tot (hartree): -3627.88363
Total charge: 0
E_HOMO (eV): -8.9
HOMO-LUMO gap (Ha): 0.3254

Last column: Löwdin charge in e.
Cartesian coordinates (Å):
O -0.438 0.438 0.865  0.011
C 3.001 0.360 0.338  -1.298
Br 3.545 2.115 0.693  0.730
O 0.835 1.501 -0.706  0.089
H -2.357 -1.915 -1.430  0.084
H -2.141 -1.480 0.270  0.112
H 0.521 -0.257 2.385  0.109
O -1.318 1.219 -1.003  0.052
H -2.857 0.467 -1.978  0.123
C 0.826 0.340 1.561  -0.253
H -0.801 -1.331 -1.019  0.036
C -0.222 1.063 -0.320  -0.606
H 0.988 1.280 1.923  0.089
I 4.290 -0.692 -0.891  0.824
C -1.866 -1.150 -0.802  -0.111
I 1.626 -2.362 0.536  0.914
C 1.939 -0.309 0.845  -0.847
C -2.347 0.234 -1.028  -0.223
H -3.224 0.479 -0.239  0.163